Entry 1:
Molecular formula: C21H50BNO7Si2
Method: DFT, the ωB97M-V functional and the def2-TZVPD basis

Structure (XYZ):
```
82
Properties=species:S:1:pos:R:3:mulliken_charge:R:1
C 4.7870 0.7631 2.0074 -0.382
C 4.6349 -0.8786 2.0254 -0.763
C 3.5264 -1.4646 0.9547 -0.084
C 2.0044 -1.5931 1.5442 0.260
Si 0.7960 -0.1869 1.0324 0.529
O 0.5409 -0.0001 -0.6923 -0.294
C 1.6824 0.6185 -1.3778 0.324
C 1.1636 1.8535 -2.3375 0.422
C 2.4069 2.8221 -2.8086 -1.140
O 0.6011 1.2335 -3.5544 -0.529
O -0.7980 -0.6389 1.7179 -0.376
Si -1.5553 -1.9046 0.7683 0.209
C -1.1248 -3.7108 1.3546 -0.483
C -0.9338 -4.6658 0.0337 -0.910
C 0.4361 -4.3978 -0.8256 0.334
C 1.6203 -5.4299 -0.3274 -0.539
O 2.9752 -5.0698 -0.7730 -0.286
C 2.9842 -4.5006 -2.1306 0.588
C 2.6146 -5.3010 -3.5181 -0.893
O 3.2785 -3.1779 -2.2677 -0.478
N -3.3636 -1.6276 0.9205 -0.527
C -3.6043 -0.4673 -0.0677 -0.122
C -5.1998 -0.0124 -0.1303 -0.220
C -5.8570 -0.2545 -1.6173 -0.876
B 1.2451 1.5000 1.9453 0.309
C 1.5577 2.9020 1.1441 -0.170
O 1.2672 1.5017 3.4414 -0.778
H 4.0998 1.1778 2.8878 0.044
H 5.8798 1.1538 2.1566 0.381
H 4.2867 1.1537 1.0018 -0.012
H 5.6890 -1.3004 1.6553 0.319
H 4.5093 -1.3248 3.1251 0.311
H 3.8817 -2.5762 0.7044 0.148
H 3.6303 -0.8665 -0.0454 0.044
H 1.6236 -2.6813 1.2868 -0.544
H 2.0934 -1.5694 2.7342 0.383
H 2.5761 0.9282 -0.6903 -0.247
H 2.1138 -0.2123 -2.1190 0.106
H 0.3226 2.4653 -1.8009 -0.133
H 1.9375 3.7361 -3.4042 0.352
H 3.0441 3.2457 -1.9200 0.262
H 3.1652 2.2874 -3.5389 0.345
H 1.3005 1.3824 -4.2745 0.367
H -1.2781 -1.8663 -0.6602 -0.146
H -2.0062 -4.1319 2.0247 0.426
H -0.1595 -3.7013 2.0158 0.289
H -0.9156 -5.8122 0.3528 0.328
H -1.8355 -4.5585 -0.7267 0.280
H 0.8734 -3.3145 -0.7439 -0.132
H 0.1500 -4.5625 -1.9705 0.182
H 1.3375 -6.5571 -0.5664 0.257
H 1.6271 -5.3618 0.8623 0.290
H 2.4922 -6.4492 -3.2989 0.293
H 3.4463 -5.1387 -4.3579 0.318
H 1.5832 -4.9285 -3.9862 0.258
H -3.4947 -1.1532 1.8640 0.300
H -3.1689 -0.7511 -1.1425 0.212
H -3.0184 0.5191 0.2617 -0.179
H -5.3536 1.1157 0.2034 0.187
H -5.7960 -0.6687 0.6379 0.272
H -5.0471 -0.7568 -2.3044 0.286
H -6.7221 -1.0568 -1.4771 0.222
H -6.2547 0.7140 -2.1430 0.247
H 1.5521 3.7707 1.9285 0.281
H 0.6567 3.0631 0.3882 -0.168
H 2.5388 2.8109 0.5121 0.104
H 1.7855 0.7136 3.7848 0.327
C -2.4977 5.7593 -0.6734 -0.949
C -3.5997 5.6542 0.3655 -0.360
O -3.8383 4.3185 0.8090 -0.463
C -2.7403 3.6524 1.4272 0.403
C -2.2310 4.3513 2.6750 -1.233
H -2.7283 5.1332 -1.5422 0.271
H -2.3859 6.7962 -1.0072 0.414
H -1.5336 5.4288 -0.2805 0.183
H -4.5370 6.0075 -0.0777 0.348
H -3.4006 6.3067 1.2230 0.308
H -1.9357 3.4975 0.7025 -0.100
H -3.0983 2.6534 1.7060 0.169
H -1.8485 5.3514 2.4547 0.309
H -1.4191 3.7757 3.1311 0.356
H -3.0373 4.4642 3.4081 0.356
```

* HOMO-LUMO gap: 9.377 eV
* ΔE to the lowest compared entry with this formula, charge and spin: 955.9 kJ/mol
* energy: -2015.24807 Eh
* M: 495.62 g mol⁻¹

Entry 2:
Molecular formula: C21H50FNO13
Method: DFT, the ωB97M-V functional and the def2-TZVPD basis

Structure (XYZ):
```
86
Properties=species:S:1:pos:R:3:mulliken_charge:R:1
N -0.0171 0.5972 1.2662 0.957
H 0.2650 1.3316 0.7799 -0.110
H -0.9566 0.8815 1.4674 0.017
H 0.5575 0.4402 2.1628 -0.099
H 0.0439 -0.3292 0.6291 -0.004
O 1.1542 -2.1056 2.1354 -0.896
H 0.5279 -2.3535 3.0073 0.040
C 0.5521 5.8968 -1.8999 -1.012
C 1.4858 4.6704 -1.9235 0.472
O 0.6425 3.6220 -1.3103 -0.084
C -0.3617 4.1784 -0.6775 0.449
O -1.2215 3.6334 0.0421 -0.523
O -0.3881 5.6175 -0.8676 -0.357
F 2.4550 4.9604 -1.0983 -0.282
H -0.0262 5.6875 -2.6937 0.457
H 0.8683 6.8135 -1.8445 0.478
H 1.7549 4.5851 -3.0646 0.259
C 4.1851 -3.4775 -3.0799 -0.782
O 3.0072 -4.0338 -2.4639 -0.448
C 2.2010 -3.0707 -1.7554 -0.034
C 0.9370 -3.6632 -1.3607 -0.128
O 0.0797 -3.8844 -2.3097 -0.263
C -1.0925 -4.6027 -2.0336 -0.432
C -1.9555 -4.7652 -3.2951 -0.593
O -2.2867 -3.3572 -3.7650 -0.113
C -3.0854 -3.3010 -4.9037 -0.825
H 4.9206 -3.8831 -3.7204 0.410
H 4.6965 -2.6729 -2.4316 0.242
H 3.6975 -2.9111 -3.9253 0.257
H 2.2164 -2.2692 -2.4140 0.043
H 2.9580 -2.6481 -0.8681 0.115
H 0.5122 -2.8440 -0.6326 0.196
H 1.1891 -4.4763 -0.6560 0.269
H -1.7464 -4.1871 -1.2640 0.227
H -0.8841 -5.6486 -1.7658 0.427
H -3.0243 -5.3844 -3.1756 0.320
H -1.4309 -5.4694 -4.1011 0.332
H -2.4498 -3.7389 -5.6207 0.350
H -3.3113 -2.2374 -4.7765 0.214
H -4.0385 -3.9546 -4.8213 0.257
C -0.2102 0.4014 4.9776 -0.605
O -1.3228 0.5932 4.1765 -0.242
C -2.1175 -0.6377 4.0185 -0.357
C -3.2415 -0.3242 3.1316 -0.866
O -3.0061 -0.1403 2.0061 0.219
C -4.0666 0.2314 0.9489 -0.573
C -3.3463 0.6995 -0.2492 -0.416
O -2.2586 -0.1526 -0.7185 0.178
C -2.7512 -1.2788 -1.4071 -1.145
H 0.3903 -0.4093 4.5429 0.319
H -0.4428 0.1946 5.9438 0.439
H 0.2084 1.2286 4.8740 -0.116
H -2.5396 -1.0935 4.9624 0.387
H -1.5752 -1.4897 3.4242 0.060
H -4.0326 0.4024 3.6929 0.339
H -3.9599 -1.1916 3.2929 0.311
H -4.6087 1.1011 1.1516 0.403
H -4.7898 -0.5947 0.7141 0.291
H -2.8511 1.9209 -0.2161 -0.051
H -3.9746 0.7407 -1.2104 0.541
H -3.2940 -2.1594 -0.9746 0.254
H -1.9710 -1.7745 -2.0105 -0.025
H -3.3189 -1.0254 -2.1654 0.737
C 1.3877 0.3865 -2.3061 -0.806
O 1.7621 0.3235 -0.9535 0.306
C 3.0787 0.7626 -0.6778 -0.590
C 3.1753 0.7927 0.7534 -1.130
O 2.6691 1.7664 1.3345 -0.132
C 3.0203 1.9352 2.7665 -0.855
C 2.1703 3.1138 3.3674 -0.827
O 0.8229 3.0415 2.7405 0.230
C -0.0606 4.0016 3.3181 -0.953
H 1.0461 1.2888 -2.7738 0.103
H 0.6906 -0.5692 -2.6378 -0.035
H 2.2176 0.1479 -2.9028 0.482
H 3.1883 1.8336 -0.9586 0.105
H 3.9097 0.1329 -1.0151 0.389
H 4.1770 0.8611 0.7982 0.697
H 2.7883 -0.0775 1.2325 0.632
H 4.0514 2.2064 3.1750 0.296
H 2.5071 1.2214 3.2104 0.440
H 2.6160 4.0686 3.0156 0.444
H 2.2789 3.3856 4.3925 0.539
H -0.9559 3.5965 2.8368 0.223
H 0.0892 4.9687 2.9178 0.301
H -0.1807 3.9232 4.4902 0.259
```

* HOMO-LUMO gap: 6.269 eV
* ΔE to the lowest compared entry with this formula, charge and spin: 261.8 kJ/mol
* energy: -1962.14340 Eh
* M: 543.62 g mol⁻¹